[1]
# C36H43CuGeN8PS2

A structure of composition C36H43CuGeN8PS2 (wB97M-V/def2-TZVPD, OMol25).

XYZ file:
```
92
Properties=species:S:1:pos:R:3:forces:R:3
Cu 0.553 -0.213 -0.094 -0.231 -0.120 0.367
C 3.970 0.908 4.165 0.038 0.026 0.002
S 2.202 0.568 4.097 0.050 -0.056 -0.036
C 1.928 0.398 2.393 -0.173 -0.004 0.247
S 0.212 0.044 2.099 0.283 0.016 -0.080
N 2.896 0.516 1.542 -0.204 -0.035 -0.242
N 2.405 0.401 0.265 0.245 0.068 0.090
C 3.128 0.688 -0.737 -0.142 0.018 -0.201
C 2.417 0.774 -2.033 0.069 0.055 0.267
C 3.066 1.239 -3.162 -0.013 0.001 -0.097
C 2.325 1.498 -4.308 0.034 0.017 0.017
C 0.957 1.301 -4.273 -0.035 -0.028 0.016
C 0.382 0.808 -3.109 -0.050 -0.081 -0.017
N 1.085 0.527 -2.015 0.158 -0.080 0.028
H 4.260 0.742 5.201 -0.001 0.031 0.001
H 4.180 1.936 3.883 -0.007 -0.007 -0.023
H 4.511 0.226 3.516 -0.008 -0.034 0.003
H 4.171 0.978 -0.647 -0.007 0.013 -0.005
H 4.133 1.415 -3.134 -0.002 0.004 0.009
H 2.809 1.868 -5.201 0.001 -0.001 0.004
H 0.331 1.518 -5.127 0.003 0.000 0.000
H -0.683 0.630 -3.051 -0.005 -0.008 -0.011
C -0.360 6.201 0.547 -0.045 0.020 0.008
N 0.117 5.829 -0.785 0.023 -0.076 0.039
C 1.565 6.028 -0.828 0.009 0.045 -0.010
N 2.299 5.315 0.217 -0.054 -0.044 0.000
C 1.750 5.710 1.514 0.024 0.047 0.032
N 0.311 5.501 1.641 0.009 -0.061 -0.049
C -0.017 4.075 1.640 0.046 0.041 0.072
P 0.475 3.193 0.082 -0.033 -0.143 -0.121
C -0.231 4.443 -1.101 0.026 0.109 -0.023
C 2.212 3.867 0.030 0.031 0.021 -0.003
H -1.433 6.007 0.607 0.000 0.011 -0.001
H -0.196 7.272 0.679 0.011 -0.005 -0.004
H 1.762 7.095 -0.706 0.002 -0.004 -0.005
H 1.940 5.717 -1.806 0.000 -0.005 0.003
H 1.951 6.775 1.652 0.002 -0.005 0.002
H 2.263 5.157 2.303 0.001 -0.001 -0.001
H -1.091 3.950 1.803 -0.010 0.021 -0.017
H 0.488 3.589 2.481 -0.021 0.003 0.009
H -1.320 4.344 -1.128 0.000 0.011 0.023
H 0.131 4.209 -2.108 -0.016 0.004 0.000
H 2.661 3.608 -0.935 -0.003 0.010 -0.004
H 2.805 3.367 0.803 -0.001 0.007 0.009
C -2.591 1.371 0.648 -0.067 0.085 0.058
Ge -1.898 -0.420 0.371 0.076 0.138 -0.233
C -2.547 -1.029 -1.363 -0.112 -0.050 -0.196
C -3.929 -0.905 -1.530 0.008 0.016 0.008
C -4.543 -1.319 -2.703 0.015 -0.014 -0.012
C -3.785 -1.861 -3.731 -0.035 0.002 -0.025
C -2.414 -1.997 -3.578 -0.003 -0.011 0.044
C -1.807 -1.585 -2.399 0.086 -0.027 0.010
C -2.453 -1.611 1.776 0.065 -0.201 0.176
C -3.038 -1.036 2.877 -0.062 -0.026 0.038
C -3.531 -1.820 3.944 0.019 0.053 -0.050
C -3.415 -3.175 3.894 0.007 -0.047 -0.005
C -2.801 -3.816 2.787 -0.041 -0.045 0.096
C -2.667 -5.226 2.748 -0.008 0.034 0.011
C -2.069 -5.841 1.688 0.042 0.026 -0.022
C -1.569 -5.066 0.620 -0.057 -0.062 -0.012
C -1.682 -3.706 0.634 -0.224 -0.003 -0.009
C -2.311 -3.035 1.714 0.012 0.082 -0.070
H -3.681 1.311 0.656 -0.003 0.040 0.004
H -2.280 2.018 -0.170 0.005 -0.016 -0.017
H -2.249 1.795 1.590 0.020 -0.012 0.000
H -4.548 -0.501 -0.736 0.018 0.022 0.003
H -5.615 -1.221 -2.812 0.001 -0.002 0.004
H -4.264 -2.185 -4.646 0.001 0.001 0.002
H -1.820 -2.434 -4.372 0.006 0.006 0.002
H -0.740 -1.714 -2.278 -0.034 -0.004 0.002
H -3.139 0.041 2.945 0.010 0.003 -0.015
H -3.998 -1.338 4.792 0.007 0.008 -0.002
H -3.787 -3.789 4.705 0.003 0.000 -0.002
H -3.052 -5.805 3.579 -0.001 0.000 -0.002
H -1.973 -6.918 1.665 -0.005 -0.002 -0.008
H -1.088 -5.556 -0.217 -0.009 0.009 0.015
H -1.283 -3.135 -0.194 -0.035 0.014 0.011
C 1.849 -4.967 -2.893 -0.004 -0.034 0.007
C 1.635 -4.187 -1.641 -0.029 -0.022 -0.016
C 1.689 -4.542 -0.315 0.074 0.029 -0.046
C 1.405 -3.372 0.413 0.059 0.054 0.096
N 1.184 -2.354 -0.413 -0.096 0.025 -0.157
N 1.311 -2.879 -1.657 0.170 0.054 0.023
C 1.330 -3.244 1.898 0.050 0.011 0.011
H 1.983 -6.019 -2.653 -0.007 0.000 0.000
H 2.739 -4.632 -3.428 -0.002 0.027 0.014
H 0.993 -4.879 -3.562 0.005 -0.008 -0.007
H 1.908 -5.517 0.087 -0.004 -0.003 0.000
H 1.286 -2.274 -2.458 0.006 0.044 -0.024
H 1.583 -4.197 2.358 -0.003 -0.004 0.002
H 0.328 -2.963 2.220 0.063 0.005 0.003
H 2.026 -2.489 2.266 0.005 0.006 -0.006
```
Forces are in eV/Å.

Results
Kohn-Sham gap in eV: 6.85
Net charge: +1
LUMO energy in eV: -3.3951
ΔE to the lowest compared entry with this formula, charge and spin in kJ/mol: 176.5
E_tot in eV: -182060.354
Maximum force in eV Å⁻¹: 0.45



[2]
# C2H10N3

A structure of composition C2H10N3 in a non-equilibrium geometry (wB97M-V/def2-TZVPD, OMol25).

XYZ file:
```
15
Properties=species:S:1:pos:R:3:forces:R:3
C 2.402 -0.694 -0.077 -0.035 1.285 -1.748
N 1.777 0.663 0.281 1.477 0.726 -0.692
H 3.351 -0.720 0.387 1.019 -0.210 0.439
H 2.575 -0.907 -1.217 -0.778 0.960 2.142
H 1.789 -1.432 0.337 -0.864 -1.269 0.469
H 1.929 0.950 1.261 0.145 -0.718 -0.399
H 2.363 1.349 -0.247 -0.972 -0.369 0.436
H 0.553 0.813 0.008 0.392 -0.434 -1.239
N -2.652 -0.458 0.156 -1.067 2.954 -1.397
C -1.396 -0.151 0.219 3.363 1.277 -3.004
N -0.629 0.638 -0.558 -1.219 -2.048 4.046
H -2.920 -1.361 0.351 -1.007 -2.072 0.872
H -3.233 0.124 -0.450 -0.066 -0.633 0.249
H -0.796 -0.767 0.806 0.676 -0.994 1.595
H -1.117 1.122 -1.236 -1.063 1.546 -1.766
```
Forces are in eV/Å.

Results
Kohn-Sham gap in eV: 11.64
Net charge: +1
LUMO energy in eV: -2.8527
ΔE to the lowest compared entry with this formula, charge and spin in kJ/mol: 133.8
E_tot in eV: -6699.652
Maximum force in eV Å⁻¹: 4.70



[3]
# C7H17N

A structure of composition C7H17N in a non-equilibrium geometry (wB97M-V/def2-TZVPD, OMol25).

XYZ file:
```
25
Properties=species:S:1:pos:R:3:forces:R:3
C 2.595 -1.048 0.104 -0.315 1.277 -1.115
C 3.063 0.326 -0.477 -0.078 -0.646 1.440
C 2.630 1.505 0.392 -0.733 0.714 -0.919
C 1.133 -1.256 -0.280 -0.909 -1.545 -0.184
N 0.164 -0.388 -0.392 1.086 -1.181 1.582
C -3.060 -0.386 -1.194 -0.264 0.781 -0.097
C -2.836 0.661 -0.087 0.677 -1.080 -0.245
C -2.624 -0.036 1.275 0.128 0.606 -0.093
H 3.149 -1.828 -0.418 -0.001 -0.271 0.290
H 2.796 -1.082 1.172 -0.065 -0.236 0.159
H 2.569 0.477 -1.433 0.412 -0.148 -0.321
H 4.146 0.250 -0.563 0.039 0.262 -0.272
H 3.151 2.412 0.091 0.337 0.027 0.179
H 1.597 1.713 0.098 -0.059 -0.034 0.368
H 2.640 1.425 1.477 0.363 -0.390 0.039
H 0.847 -2.326 -0.403 0.590 0.002 -0.937
H 0.423 -0.457 0.687 -0.535 2.131 -0.306
H -2.961 0.100 -2.169 -0.122 -0.097 -0.036
H -4.056 -0.829 -1.141 0.060 -0.181 0.042
H -2.280 -1.140 -1.140 -0.064 -0.136 0.060
H -1.884 1.119 -0.336 -0.027 0.371 -0.035
H -3.610 1.426 -0.108 -0.074 -0.027 0.248
H -1.767 0.414 1.786 -0.193 0.083 0.147
H -3.482 0.022 1.942 -0.083 -0.114 -0.002
H -2.344 -1.075 1.117 -0.171 -0.167 0.008
```
Forces are in eV/Å.

Results
Kohn-Sham gap in eV: 9.05
LUMO energy in eV: 0.6422
ΔE to the lowest compared entry with this formula, charge and spin in kJ/mol: 385.9
E_tot in eV: -9021.225
Maximum force in eV Å⁻¹: 2.25



[4]
# C19H15F5NO2PbSTe

A structure of composition C19H15F5NO2PbSTe in a non-equilibrium geometry (wB97M-V/def2-TZVPD, OMol25).

XYZ file:
```
45
Properties=species:S:1:pos:R:3:forces:R:3
Pb -1.067 -0.636 -1.598 -0.778 1.280 -0.145
F 0.344 -4.554 -7.630 0.148 0.394 1.057
C 0.473 -4.122 -6.383 0.031 -0.691 0.316
C 0.217 -2.799 -6.037 -0.122 0.853 -1.195
F -0.131 -1.922 -6.986 0.131 -0.573 0.442
C 0.329 -2.361 -4.741 -0.906 1.460 -0.150
F -0.039 -1.078 -4.501 0.637 -1.459 -0.108
C 0.690 -3.196 -3.686 0.497 0.065 1.278
S 0.986 -2.560 -2.084 -0.038 -0.874 -1.347
C 0.894 -4.563 -4.034 0.136 -0.306 0.864
F 1.137 -5.450 -3.058 -0.047 0.673 -0.770
C 0.802 -5.011 -5.331 -0.143 -0.851 -0.349
F 0.947 -6.322 -5.573 -0.011 0.942 -0.043
C 0.142 0.742 7.209 -0.462 0.323 -0.298
C 0.112 0.543 5.707 -0.101 0.087 0.024
C 0.424 -0.697 5.149 0.259 0.316 -0.988
C 0.509 -0.860 3.747 -0.483 0.592 0.318
C 0.852 -2.180 3.124 -0.408 -0.465 -0.007
C 0.248 0.263 2.913 -0.391 -0.122 1.064
Te 0.754 0.138 0.800 0.032 0.385 0.811
C -0.170 1.497 3.468 0.702 -0.829 -0.124
C -0.391 2.711 2.648 -0.258 1.089 0.044
C -0.218 1.603 4.863 0.131 0.092 0.397
H -0.578 0.074 7.700 0.112 0.232 -0.073
H -0.098 1.794 7.459 0.109 -0.657 -0.027
H 1.124 0.504 7.607 0.154 0.009 0.043
H 0.685 -1.509 5.825 -0.116 -0.083 -0.315
H 0.903 -3.020 3.856 0.090 0.746 -0.566
H 1.809 -2.058 2.612 0.127 -0.402 -0.016
H 0.079 -2.441 2.365 0.479 0.032 0.431
H 0.516 3.345 2.658 -0.145 -0.466 -0.523
H -1.106 3.366 3.146 -0.234 -0.105 0.083
H -0.826 2.548 1.652 0.528 -0.031 0.196
H -0.450 2.571 5.353 0.022 -0.603 -0.648
O -1.819 2.607 -0.206 0.676 -0.034 -1.308
C -1.336 2.732 -1.336 -0.260 1.192 1.634
C -0.883 4.079 -2.003 -1.066 -0.389 0.746
C -0.702 3.684 -3.460 -0.260 -0.590 0.237
C -0.705 2.142 -3.394 0.829 -0.373 -2.536
O -0.395 1.384 -4.318 -0.422 1.052 1.269
N -1.093 1.698 -2.176 0.139 -1.218 0.560
H 0.032 4.426 -1.513 -0.120 -0.144 -0.053
H -1.672 4.834 -1.820 0.484 -0.361 -0.106
H 0.214 4.029 -3.920 0.156 0.016 -0.107
H -1.544 4.029 -4.070 0.162 -0.204 -0.011
```
Forces are in eV/Å.

Results
Kohn-Sham gap (spin up / spin down) in eV: 4.49 / 5.51
Net charge: +1
LUMO energy (spin up / spin down) in eV: -6.9388 / -5.8468
E_tot in eV: -62486.379
Maximum force in eV Å⁻¹: 2.69



[5]
# C2H7NO2S

A cluster of 2 separate species, C2H7NO2S in total in a non-equilibrium geometry (wB97M-V/def2-TZVPD, OMol25).

XYZ file:
```
13
Properties=species:S:1:pos:R:3:forces:R:3
C -2.194 -1.625 -0.272 2.087 2.490 0.257
S -1.636 -0.005 -0.097 -1.485 0.697 -0.390
O -2.188 0.914 -1.120 1.423 -1.603 1.940
O -1.168 0.523 1.204 -1.411 -1.472 -2.132
H -2.159 -1.980 -1.321 -0.299 0.404 0.806
H -1.713 -2.195 0.517 -0.198 -0.311 -0.135
C 1.888 0.311 0.534 -1.070 -0.383 1.410
N 0.927 0.900 -0.457 -0.103 1.036 1.448
H 1.816 0.828 1.599 0.436 -0.725 -2.452
H 1.527 -0.760 0.780 1.053 1.411 -0.616
H 2.899 0.376 0.049 -0.679 -0.422 1.189
H 0.584 1.854 -0.055 1.065 -2.170 -1.921
H 1.417 0.859 -1.361 -0.820 1.049 0.596
```
Forces are in eV/Å.

Results
Kohn-Sham gap (spin up / spin down) in eV: 9.09 / 9.09
LUMO energy (spin up / spin down) in eV: -0.5091 / -0.5090
ΔE to the lowest compared entry with this formula, charge and spin in kJ/mol: 397.3
E_tot in eV: -18604.275
SMILES: C=S(=O)=O.CN
Maximum force in eV Å⁻¹: 3.26



[6]
# C11H25ClIN2NdOP2

A structure of composition C11H25ClIN2NdOP2 in a non-equilibrium geometry (wB97M-V/def2-TZVPD, OMol25).

XYZ file:
```
44
Properties=species:S:1:pos:R:3:forces:R:3
C -2.383 -2.306 -0.540 -0.488 0.068 -1.473
C -1.339 -1.654 0.274 0.686 -2.812 6.513
H -2.842 -3.145 0.028 0.610 0.537 0.258
H -1.921 -2.714 -1.459 -0.271 0.431 0.233
H -3.180 -1.579 -0.793 0.526 -0.169 -0.114
O -0.916 -1.742 1.377 -1.398 1.200 -5.737
I 2.008 2.794 -1.323 -0.741 -0.530 -0.361
Nd -0.101 0.607 -1.042 2.416 1.985 0.639
P -2.175 1.874 0.463 -0.757 0.931 0.557
C -1.820 2.693 2.057 0.337 -0.330 0.188
C -2.434 3.317 -0.656 0.290 -0.327 -0.353
H -3.370 3.820 -0.388 0.207 -0.083 -0.073
H -4.501 2.050 1.045 0.018 -0.324 -0.051
H -2.495 2.944 -1.691 -0.155 0.272 0.208
H -4.262 0.843 -0.266 0.067 0.237 0.239
H -0.875 3.251 1.998 -0.274 -0.107 -0.071
H -1.597 4.032 -0.602 -0.266 -0.298 0.089
C -3.867 1.229 0.687 -0.002 -0.291 -0.114
H -2.639 3.376 2.313 0.169 -0.148 -0.045
H -3.867 0.403 1.415 -0.079 0.334 -0.086
H -1.698 1.936 2.844 -0.131 0.252 -0.131
P 1.695 -1.654 -1.629 1.095 -0.920 -0.511
C 3.249 -1.964 -0.709 -0.274 0.216 0.662
C 1.137 -3.347 -2.045 -0.336 0.039 0.107
H 1.503 -0.709 -3.851 0.342 -0.153 -0.082
H 2.869 -1.875 -3.762 -0.129 0.144 0.159
H 3.042 -0.206 -3.110 -0.238 -0.329 0.057
C 2.354 -1.055 -3.246 -0.556 0.507 0.041
H 0.301 -3.316 -2.760 0.320 0.013 0.092
H 1.983 -3.889 -2.489 -0.314 0.029 0.132
H 3.859 -2.709 -1.235 -0.194 0.167 0.064
H 3.000 -2.326 0.298 0.182 -0.034 -0.252
H 0.790 -3.866 -1.139 0.243 0.038 -0.245
H 3.828 -1.038 -0.583 -0.224 -0.221 -0.159
Cl -1.490 0.179 -3.029 -0.500 -0.342 -0.374
N 2.423 1.161 1.608 -0.048 -0.092 -0.472
C 2.907 1.047 2.853 -0.804 -0.509 0.193
C 1.965 0.313 3.575 -0.296 0.130 -0.774
C 0.929 0.031 2.659 1.505 0.727 -0.276
N 1.221 0.536 1.432 -0.034 0.083 0.628
H 2.825 1.693 0.823 -0.348 -0.404 0.527
H 3.861 1.470 3.145 -0.230 -0.030 -0.107
H 1.991 0.014 4.602 0.130 0.028 0.211
H 0.031 -0.519 2.851 -0.058 0.084 0.063
```
Forces are in eV/Å.

Results
Kohn-Sham gap (spin up / spin down) in eV: 3.83 / 4.44
Net charge: +2
⟨S²⟩: 3.816
Multiplicity: 4
LUMO energy (spin up / spin down) in eV: -11.1953 / -10.6407
E_tot in eV: -71302.932
Maximum force in eV Å⁻¹: 7.13